# C4H7NO

One molecule with the formula C4H7NO at a distorted geometry (the ωB97M-V functional and the def2-TZVPD basis, the OMol25 dataset).

The total energy comes out at -7793.3090 eV. As for the spin multiplicity: 1. The energy relative to the best compared isomer or geometry (same formula, charge and spin) comes out at 6.335 eV. The total charge is 0.

The geometry in XYZ format:
```
13
Properties=species:S:1:pos:R:3:mulliken_charge:R:1
O -1.53703 1.16650 -1.39536 -0.3277
N -0.60451 0.20184 -1.71432 -0.5208
C 0.22071 0.18575 -0.64423 0.6507
C 0.17235 0.87540 0.61150 -0.7810
C 0.64781 -0.32002 1.39290 -0.2932
C 0.31631 -1.14294 0.15027 -0.7260
H -0.47793 1.69111 0.89236 0.3727
H 0.03222 -0.63179 2.23817 0.2402
H 1.70231 -0.28655 1.68574 0.2370
H -0.72065 -1.46421 0.08080 0.2804
H -1.99431 1.30735 -2.23226 0.3494
H 1.29229 0.31987 -0.88064 0.2262
H 1.01159 -1.88756 -0.24234 0.2924
```

---

# C2H7NS2

A 2-piece molecular cluster, C2H7NS2 overall at a distorted geometry (the ωB97M-V functional and the def2-TZVPD basis, the OMol25 dataset).

The total energy comes out at -25347.0098 eV. Its structure (SMILES) is C=N.CSS. As for the spin multiplicity: 1. The energy relative to the best compared isomer or geometry (same formula, charge and spin) comes out at 1.038 eV. The total charge is 0.

The geometry in XYZ format:
```
12
Properties=species:S:1:pos:R:3:mulliken_charge:R:1
S -1.16776 -1.20522 -1.97296 -0.2145
S -0.10140 -1.37139 -0.22793 -0.0760
N 0.99180 2.90600 1.89576 -0.4928
C 0.97900 2.01539 2.77745 -0.3135
C 0.86684 0.13994 -0.17858 -0.7931
H 1.34630 0.52707 -1.07673 0.3803
H 0.22528 0.92408 0.20804 0.3071
H -2.28394 -0.67757 -1.44599 0.1581
H 1.70288 -0.01538 0.49217 0.2333
H 1.84898 1.39627 3.02993 0.2571
H 0.06505 1.64183 3.21821 0.2897
H 1.93234 3.00278 1.50912 0.2644
```

---

# C14H10N7OPtSe2

C14H10N7OPtSe2 as an isolated structure at a distorted geometry (the ωB97M-V functional and the def2-TZVPD basis, the OMol25 dataset).

The total energy comes out at -161100.9735 eV. As for the spin multiplicity: 1. The energy relative to the best compared isomer or geometry (same formula, charge and spin) comes out at 0.000 eV. The total charge is -1.

The geometry in XYZ format:
```
35
Properties=species:S:1:pos:R:3:mulliken_charge:R:1
Pt -0.84382 -1.05543 -1.44496 0.6526
Se 4.59808 0.01407 3.81874 0.2016
Se -2.73222 -2.44863 -1.43036 -1.0456
O -2.23452 1.22457 -0.96826 -0.4943
N -0.65852 -0.80663 0.58084 0.0896
N -0.71792 -0.94983 -4.53866 -0.8386
N 2.80998 -0.11063 3.89494 -0.8646
N 1.12728 -0.36513 -1.35816 -0.3905
N 4.59648 -0.02113 2.02184 -0.8709
N -3.89592 2.73407 -1.23486 -0.5594
N -4.37812 0.48607 -1.16976 -0.1808
C 3.33698 -0.12063 1.61584 0.8904
C -0.80362 -1.03823 -3.39386 0.3865
C -3.42092 1.43527 -1.15126 0.4821
C 0.96848 -0.36223 2.33144 0.1243
C 1.99268 -0.18813 -2.33646 -0.1189
C -1.60222 -0.84553 1.49334 0.1995
C -0.05462 -0.42003 3.27374 -0.5491
C 3.83488 0.02317 -0.81676 -0.4449
C -1.35322 -0.63243 2.85124 -0.9844
C 2.34888 -0.18603 2.65284 0.8720
C 0.61658 -0.51283 0.95524 0.0048
C 3.35538 0.01017 -2.11356 -0.8218
C 2.94778 -0.13653 0.24154 0.1180
C 1.56828 -0.34013 -0.06556 -0.0225
H -5.30622 0.71317 -1.47896 0.2030
H -4.76532 2.89857 -1.71466 0.1812
H 4.01388 0.14977 -2.95536 0.4142
H -3.17862 3.42737 -1.38166 0.2598
H -4.06972 -0.48253 -1.25716 -0.0144
H -2.17182 -0.66533 3.55384 0.3963
H 1.60068 -0.21033 -3.34516 0.3858
H -2.60682 -1.06913 1.15334 0.3274
H 0.19328 -0.29903 4.31844 0.5025
H 4.88458 0.15027 -0.60176 0.5088
```

---

# B7F28Li

B7F28Li as an isolated structure at a distorted geometry (the ωB97M-V functional and the def2-TZVPD basis, the OMol25 dataset).

The total energy comes out at -81058.0375 eV. As for the spin multiplicity: 2. The total charge is -5. As for the expectation value of S²: 0.754.

The geometry in XYZ format:
```
36
Properties=species:S:1:pos:R:3:lowdin_spin:R:1
F 2.09746 1.91059 -2.97784 0.0678
F 1.34880 0.96694 1.40486 0.2122
F 2.56239 -0.97073 -2.91117 0.0035
F 3.13271 2.35709 1.79892 0.0014
F 1.99771 -1.94832 1.52198 0.0006
F 0.54120 1.57233 -1.43426 0.3431
F -0.13128 -1.30203 1.78360 0.0003
F 0.27420 -3.26933 0.80647 0.0015
F -4.44813 -2.01720 -0.22760 0.0000
F 1.10295 -1.07700 -1.26808 0.2121
F -1.38826 1.27318 2.92976 0.0002
F -0.80112 -0.95941 -3.48250 -0.0004
F 0.77005 -2.95229 2.90410 0.0001
F -2.37356 -1.64415 0.17324 0.0000
F 1.44820 2.22089 3.21356 0.0183
F -0.54893 2.84921 1.56716 0.0126
F -1.62662 -0.21610 -1.59004 -0.0009
F -3.33307 -3.55791 0.88446 0.0000
F -2.99697 -0.20282 -3.40188 0.0001
F -3.87346 -1.54105 1.77224 0.0000
F 0.89245 3.67058 -2.28109 0.0137
F -1.48444 1.01966 0.68884 0.0057
F 2.39947 2.83321 -1.03400 0.0197
F 2.87473 -2.44848 -1.18755 0.0212
F -2.75560 2.42663 1.61430 0.0018
F 3.14559 -0.19646 -0.91855 0.0267
F 2.98851 0.50442 2.91838 0.0205
F -1.42759 1.21556 -3.29937 0.0006
B 2.22477 1.50456 2.32797 0.0063
B 0.74769 -2.32483 1.69573 -0.0003
B -1.71416 -0.05130 -2.94964 -0.0006
B 1.46087 2.48711 -1.91844 0.0099
B 2.49743 -1.18952 -1.57782 0.0034
B -1.48489 1.89979 1.71169 -0.0001
B -3.44612 -2.20793 0.69440 0.0000
Li -0.67288 -0.63496 0.04826 -0.0009
```

---

# C34H50CoP

C34H50CoP as an isolated structure (the ωB97M-V functional and the def2-TZVPD basis, the OMol25 dataset).

The total energy comes out at -82980.4464 eV. As for the spin multiplicity: 2. The energy relative to the best compared isomer or geometry (same formula, charge and spin) comes out at 0.171 eV. The total charge is +1. As for the expectation value of S²: 0.854.

The geometry in XYZ format:
```
86
Properties=species:S:1:pos:R:3:lowdin_spin:R:1
Co 0.36933 -0.47138 1.27911 1.0762
P 0.21294 -2.14144 -0.29023 -0.0155
C -2.48210 0.04609 -3.36542 0.0003
C 2.18296 -0.92900 2.34093 -0.0190
C -2.91347 -0.31129 1.30350 0.0103
C 1.39650 1.51253 -1.76358 -0.0009
C 0.87732 0.86669 2.84660 -0.0586
C -2.23061 -3.33886 0.42247 0.0004
C 1.74473 -3.13933 -2.54804 -0.0012
C -2.00927 0.71224 -2.24958 -0.0002
C -0.42141 5.91890 1.10053 -0.0003
C -0.76915 -1.23103 -1.55142 -0.0016
C -1.22598 -1.87439 -2.70693 -0.0005
C 0.56828 1.76985 -0.52059 -0.0040
C 2.45405 -3.80803 -0.22830 0.0000
C -0.79790 -4.81410 -0.95016 -0.0004
C -1.14086 0.11133 -1.33086 0.0015
C 0.01089 3.47579 1.10469 -0.0027
C 2.90195 1.70419 -1.56204 -0.0002
C -0.23388 -4.39350 1.40059 0.0000
C 0.29080 4.77361 1.82984 -0.0005
C 0.25830 -0.26378 3.43160 0.0346
C -2.07197 -1.25270 -3.60719 -0.0002
C 0.92238 2.47141 -2.86930 -0.0007
C -1.22886 2.84954 1.28702 0.0066
C 1.03156 -1.38617 3.08138 -0.0483
C 2.80869 -1.49948 -1.09181 -0.0002
C 2.09976 0.45814 2.22695 0.0227
C 0.89744 2.90695 0.22030 0.0054
C -0.78170 -3.72904 0.12875 0.0002
C 1.77740 5.07510 1.99622 0.0000
C -3.90346 1.94573 1.71514 0.0002
C 1.84454 -2.69270 -1.08698 -0.0032
C -0.63495 1.05537 -0.25112 -0.0019
C -1.57981 1.68348 0.64580 -0.0064
C -2.98283 1.12618 0.81409 -0.0006
H -4.08602 2.94698 1.32351 0.0000
H -1.36143 -4.52374 -1.83256 0.0000
H -0.12080 2.30913 -3.13066 0.0000
H -2.30302 1.74273 -2.08445 -0.0001
H 2.35480 -3.62515 0.84064 0.0000
H -0.02148 6.03435 0.09077 0.0000
H 0.50794 1.87607 2.90540 -0.0040
H -0.15621 4.68477 2.82514 -0.0001
H -2.79755 -4.25392 0.60970 0.0000
H -2.41062 -1.78135 -4.48814 0.0000
H 1.20221 -4.06907 -2.69682 0.0000
H -0.27538 6.85909 1.63285 0.0000
H 2.78950 1.10472 1.71244 0.0026
H -3.50555 2.03471 2.72847 0.0000
H 1.19413 0.50452 -2.11063 -0.0001
H -0.91007 -2.88270 -2.91432 -0.0001
H 1.52490 2.31505 -3.76606 -0.0001
H -2.30287 -2.72443 1.31810 0.0003
H 2.30865 4.23668 2.45108 0.0000
H 1.90915 5.94602 2.63748 0.0000
H 2.76401 -3.30103 -2.90994 -0.0002
H -0.66734 -0.26555 3.98398 0.0049
H 2.24727 5.30374 1.03787 0.0000
H 2.97453 -1.55913 1.97015 -0.0004
H -1.49346 5.73522 1.01994 0.0000
H 3.26463 1.22845 -0.65341 0.0000
H -3.14798 0.55176 -4.05206 0.0000
H 2.00199 -4.77477 -0.45167 0.0000
H 2.54608 -0.80157 -1.88263 0.0000
H -2.31125 -0.90348 0.62304 0.0042
H 0.67492 -4.96228 1.22478 0.0000
H -1.30158 -5.68800 -0.52963 0.0000
H -4.86690 1.44151 1.78712 0.0000
H 3.82140 -1.85177 -1.30268 0.0000
H -0.98702 -5.09354 1.76957 0.0000
H 3.44784 1.28031 -2.40539 0.0000
H -0.05212 -3.67059 2.18434 0.0001
H 0.85028 -2.40052 3.38078 -0.0024
H 3.52039 -3.88418 -0.44938 0.0000
H -3.43553 1.11583 -0.18298 -0.0003
H 1.84415 3.39337 0.02850 0.0003
H 1.04102 3.50971 -2.55435 0.0001
H -3.90383 -0.76487 1.35652 0.0011
H -1.93588 3.32714 1.95023 0.0004
H -2.46174 -0.35275 2.30030 0.0025
H -2.69931 -2.82486 -0.41818 0.0000
H 1.30579 -2.36588 -3.17541 0.0000
H 2.82137 -0.97115 -0.14203 0.0000
H 3.15908 2.76336 -1.52076 0.0000
H 0.19729 -5.13586 -1.24052 0.0000
```

---

# C10H16Cl3IOPb

C10H16Cl3IOPb as an isolated structure at a distorted geometry (the ωB97M-V functional and the def2-TZVPD basis, the OMol25 dataset).

The total energy comes out at -63591.5380 eV. As for the spin multiplicity: 1. The energy relative to the best compared isomer or geometry (same formula, charge and spin) comes out at 4.536 eV. The total charge is -2.

The geometry in XYZ format:
```
32
Properties=species:S:1:pos:R:3:mulliken_charge:R:1
Pb 0.00476 0.00954 1.45304 1.1294
I -0.14774 -0.29576 4.51454 -0.6898
Cl -2.28974 -0.43156 1.95544 -0.3474
Cl -3.57044 -3.74846 1.87804 -0.9836
Cl 0.37496 -2.22806 2.13474 -0.3302
O -0.39844 1.58144 2.48844 -0.5539
C 0.46116 -1.04696 -0.77316 0.1529
C -2.08024 -1.18386 -1.09796 -1.6132
C 0.70786 1.21114 -0.35866 0.4497
C -0.82794 -0.46706 -0.76266 0.6751
C 1.40996 -0.03186 -0.51386 1.0187
C 2.87976 -0.21666 -0.54826 -1.8632
C -1.77914 1.94784 -0.54006 -1.7424
C 1.33236 2.54974 -0.20716 -1.7405
C -0.68774 0.94184 -0.51396 0.5765
C 0.77006 -2.46696 -1.05676 -1.6873
H -2.13774 -2.14526 -0.59596 0.3336
H -2.95884 -0.61556 -0.81896 0.3103
H 3.18166 -1.12476 -0.03486 0.3976
H -2.69514 1.54694 -0.11886 0.3870
H -1.97814 2.25784 -1.56746 0.3070
H 0.65776 3.24834 0.27784 0.3648
H 3.40216 0.61124 -0.08466 0.3700
H 0.83716 -2.61886 -2.13616 0.3554
H 0.00136 -3.12886 -0.67186 0.3935
H -1.51844 2.83014 0.03554 0.3679
H 1.71536 -2.76706 -0.61636 0.3545
H 2.24166 2.49984 0.38414 0.4215
H -2.11384 -1.36186 -2.17486 0.3468
H 1.58616 2.95644 -1.18746 0.2930
H 0.41146 1.97834 2.84534 0.2387
H 3.20786 -0.29116 -1.58706 0.3077
```